A gas-phase ion, C12H11O3 (charge -1) in a non-equilibrium geometry. Source: the Open Molecules 2025 dataset; level of theory: the ωB97M-V functional and the def2-TZVPD basis.

Atoms and positions in Å:
C1 -2.7111 2.2469 0.4178
C2 -2.2666 1.2613 1.2964
C3 -1.8274 2.7109 -0.5477
C4 -0.9997 0.7498 1.2060
C5 -0.5514 2.2103 -0.6504
C6 -0.0827 1.1849 0.2106
C7 0.5903 -2.1770 -0.1245
C8 0.0435 -1.4921 -1.1060
C9 1.3558 -1.6225 1.0018
C10 1.1782 0.5971 0.0788
C11 0.4593 -3.6915 -0.1059
C12 2.2817 1.0179 -0.8487
O1 -0.5371 -1.1465 -2.0798
O2 1.7712 -2.3316 1.9042
O3 1.6271 -0.3151 1.0578
H1 -3.7144 2.6478 0.4962
H2 -2.9346 0.8905 2.0673
H3 -2.1456 3.4861 -1.2379
H4 -0.6717 -0.0082 1.9054
H5 0.1104 2.6145 -1.4025
H6 1.0957 -4.0591 0.6971
H7 0.7809 -4.1262 -1.0528
H8 -0.5664 -4.0054 0.0887
H9 1.8777 1.4916 -1.7384
H10 2.8596 0.1467 -1.1645
H11 2.9775 1.7192 -0.3692

Cartesian forces (eV/Å) of the 6 atoms listed first:
-0.4 0.2 0.0
-0.1 0.0 0.0
-0.2 0.1 0.0
0.1 -0.2 0.3
0.3 0.1 -0.2
0.3 -0.2 0.2

Calculated values
- LUMO (spin up / spin down) (eV) = 3.579 / 3.579
- orbital gap (spin up / spin down) (eV) = 5.74 / 5.74
- E_HOMO (spin up / spin down) (eV) = -2.2 / -2.2
- E (a.u.) = -689.59292
- total charge = -1
- energy relative to the best compared isomer or geometry (same formula, charge and spin) (kcal/mol) = 26.9

=====

A molecular structure, C12H12 in a non-equilibrium geometry. Source: the Open Molecules 2025 dataset; level of theory: the ωB97M-V functional and the def2-TZVPD basis.

Atoms and positions in Å:
C1 -1.2961 -0.7859 0.9300
C2 -0.9555 0.4812 0.6212
C3 -1.8610 1.3340 -0.0854
C4 -3.0367 0.8328 -0.6013
C5 -3.4043 -0.4752 -0.3150
C6 -2.5943 -1.2196 0.4920
C7 1.5828 1.0571 0.0744
C8 2.9104 1.1136 0.2818
C9 3.5569 -0.1091 0.0345
C10 2.8850 -1.2145 -0.4014
C11 1.4832 -1.1684 -0.5516
C12 0.7874 -0.0550 -0.0686
H1 -0.6738 -1.4283 1.4414
H2 0.0455 0.9163 0.7487
H3 -1.6350 2.3463 -0.4129
H4 -3.5864 1.3595 -1.4023
H5 -4.4155 -0.8794 -0.4835
H6 -3.0566 -2.1374 0.7358
H7 1.1209 1.9741 0.3522
H8 3.5914 1.9716 0.5201
H9 4.4929 -0.0793 0.5170
H10 3.3939 -2.1417 -0.7088
H11 0.9447 -1.8807 -1.1268
H12 -0.2798 0.1880 -0.5913

Cartesian forces (eV/Å) of the 6 atoms listed first:
-5.3 -1.1 0.1
-3.1 4.1 2.1
-0.4 0.1 -0.3
-0.1 -0.2 -1.3
-1.1 0.4 0.4
1.8 0.4 0.7

Calculated values
- LUMO (eV) = 0.736
- orbital gap (eV) = 8.11
- E_HOMO (eV) = -7.4
- E (a.u.) = -464.19836
- energy relative to the best compared isomer or geometry (same formula, charge and spin) (kcal/mol) = 171.8

=====

A molecular structure, C12H12 in a non-equilibrium geometry. Source: the Open Molecules 2025 dataset; level of theory: the ωB97M-V functional and the def2-TZVPD basis.

Atoms and positions in Å:
C1 1.0692 -0.1020 1.1684
C2 0.2577 1.0135 1.2219
C3 -1.1050 0.9926 0.8256
C4 -1.6476 -0.2119 0.4145
C5 -0.7887 -1.3380 0.3318
C6 0.4869 -1.2723 0.7071
C7 -0.8804 0.8769 -0.9981
C8 0.3446 1.5478 -0.7937
C9 1.5221 0.8132 -0.6760
C10 1.4987 -0.5728 -0.6610
C11 0.2617 -1.2047 -0.7898
C12 -0.9020 -0.4866 -1.0190
H1 2.1089 -0.0424 1.4663
H2 0.6331 2.0083 1.6572
H3 -1.7399 1.8968 0.8895
H4 -2.7390 -0.2958 0.2650
H5 -1.1694 -2.3151 0.0987
H6 1.0863 -2.1629 0.7227
H7 -1.8295 1.4042 -1.2152
H8 0.3503 2.6237 -0.8081
H9 2.4628 1.3327 -0.5330
H10 2.4085 -1.1701 -0.4649
H11 0.2009 -2.2919 -0.7523
H12 -1.8903 -1.0432 -1.0575

Cartesian forces (eV/Å) of the 6 atoms listed first:
0.4 2.8 4.4
0.8 2.4 4.7
-0.3 2.8 0.6
-3.3 -1.7 3.2
-6.9 -2.7 7.3
4.3 -3.3 5.5

Calculated values
- LUMO (eV) = 0.247
- orbital gap (eV) = 5.86
- E_HOMO (eV) = -5.6
- E (a.u.) = -463.79161
- energy relative to the best compared isomer or geometry (same formula, charge and spin) (kcal/mol) = 427.0

=====

A molecular structure, C12H12AsF5N2S5V. Source: the Open Molecules 2025 dataset; level of theory: the ωB97M-V functional and the def2-TZVPD basis.

Atoms and positions in Å:
V1 -1.4628 0.0385 -0.0523
F1 -1.0956 3.0863 6.6924
C1 -0.7763 2.6921 5.4452
C2 -1.7657 2.4394 4.5119
F2 -3.0502 2.6081 4.8574
C3 -1.4277 2.0255 3.2361
F3 -2.4276 1.7996 2.3811
C4 -0.1031 1.8477 2.8269
S1 0.3463 1.3036 1.2343
C5 0.8640 2.1325 3.7941
F4 2.1700 2.0129 3.5017
C6 0.5475 2.5382 5.0755
F5 1.5206 2.7891 5.9717
S2 -5.9412 -0.4806 -1.5199
As1 -3.8733 -0.9185 -1.7623
S3 -3.0395 -1.7506 0.1808
S4 -2.6961 0.9777 -1.8957
S5 -3.3638 -2.2254 -3.3860
C7 -0.1290 -1.8821 -2.0622
C8 0.9767 -2.3316 -3.0448
N1 2.1904 -1.5159 -2.8868
C9 2.6658 -1.6499 -1.5104
C10 1.5700 -1.2338 -0.4968
N2 0.3755 -0.7733 -1.2257
C11 0.7637 0.3546 -2.1039
C12 1.8338 -0.1147 -3.1177
H1 -0.4333 -2.6887 -1.3950
H2 -1.0330 -1.5572 -2.5765
H3 0.6357 -2.2382 -4.0778
H4 1.2546 -3.3762 -2.8828
H5 3.5579 -1.0272 -1.3983
H6 2.9672 -2.6898 -1.3582
H7 1.9051 -0.4389 0.1647
H8 1.2688 -2.0779 0.1275
H9 1.1379 1.1590 -1.4672
H10 -0.1398 0.7095 -2.5976
H11 2.7443 0.4870 -3.0424
H12 1.4623 -0.0309 -4.1413

Cartesian forces (eV/Å) of the 6 atoms listed first:
0.6 -0.1 0.1
0.0 0.0 0.0
0.0 0.0 0.0
0.0 0.0 0.0
0.0 0.0 0.0
0.0 0.0 0.0

Calculated values
- LUMO (spin up / spin down) (eV) = 4.158 / 4.156
- orbital gap (spin up / spin down) (eV) = 5.24 / 5.30
- E_HOMO (spin up / spin down) (eV) = -1.1 / -1.1
- E (a.u.) = -6244.16801
- total charge = -2
- energy relative to the best compared isomer or geometry (same formula, charge and spin) (kcal/mol) = 0.0
- ⟨S²⟩ = 3.76
- 2S+1 = 4

=====

A molecular structure, C12H12B2F5N6O4S2Tm. Source: the Open Molecules 2025 dataset; level of theory: the ωB97M-V functional and the def2-TZVPD basis.

Atoms and positions in Å:
Tm1 0.1914 -0.2484 -0.7336
C1 2.8429 3.3164 -0.9578
C2 1.7154 2.3600 -1.1003
N1 1.7987 1.1073 -1.2986
O1 2.8804 0.2805 -1.2378
B1 2.5327 -1.1890 -1.6940
F1 1.3828 -1.0216 -2.5484
F2 3.6243 -1.6764 -2.2952
O2 2.0621 -2.2531 -0.6321
N2 0.7005 -2.3577 -0.5464
C3 0.0140 -3.1157 0.2080
C4 0.5172 -4.2719 0.9921
C5 -1.4643 -2.6208 0.2533
N3 -1.5150 -1.3456 0.2067
O3 -2.6761 -0.6345 0.0877
B2 -2.5437 0.5690 -0.8629
F3 -1.6513 0.0485 -1.9440
F4 -3.7693 0.8543 -1.3226
O4 -1.8794 1.9000 -0.4754
N4 -0.5068 1.8624 -0.5087
C6 0.2121 2.7831 -1.0278
C7 -0.2855 4.0904 -1.5298
C8 -2.6479 -3.5197 0.3211
H1 3.7829 2.7735 -0.8991
H2 2.7194 3.9289 -0.0631
H3 2.8759 3.9884 -1.8177
H4 1.6045 -4.2641 1.0056
H5 0.1816 -5.2072 0.5384
H6 0.1386 -4.2401 2.0140
H7 -1.3454 4.0128 -1.7633
H8 0.2689 4.4007 -2.4146
H9 -0.1641 4.8618 -0.7651
H10 -2.3542 -4.5667 0.3023
H11 -3.3018 -3.3104 -0.5270
H12 -3.2289 -3.3202 1.2221
S1 -1.1744 0.1309 3.0431
C9 -2.0653 1.5773 3.1718
S2 -0.5071 2.1185 2.7375
C10 -3.2956 2.0274 3.4391
C11 -4.3373 1.0957 3.7700
N5 -5.1685 0.3448 4.0226
C12 -3.5647 3.4358 3.3823
N6 -3.7528 4.5667 3.3189
F5 0.9902 -0.0783 1.0902

Cartesian forces (eV/Å) of the 6 atoms listed first:
0.1 -0.1 -0.2
0.0 0.1 0.1
-0.3 0.1 -0.1
0.2 0.2 -0.3
0.0 -0.1 -0.1
0.1 0.0 -0.2

Calculated values
- LUMO (eV) = -1.069
- orbital gap (eV) = 8.35
- E_HOMO (eV) = -9.4
- E (a.u.) = -3524.81750
- energy relative to the best compared isomer or geometry (same formula, charge and spin) (kcal/mol) = 0.0
- ⟨S²⟩ = 2.00
- 2S+1 = 3

=====

A molecular structure, C12H12BF9N5O10OsS5 in a non-equilibrium geometry. Source: the Open Molecules 2025 dataset; level of theory: the ωB97M-V functional and the def2-TZVPD basis.

Atoms and positions in Å:
Os1 -0.0615 -0.7647 -0.6027
C1 2.5989 3.0830 -0.9050
N1 2.5388 2.6522 0.4840
C2 2.4676 3.4864 1.5755
C3 2.5119 2.6908 2.6688
N2 2.6225 1.3860 2.2527
B1 2.9543 0.2217 3.2531
N3 2.1985 -1.1168 2.9482
C4 2.7446 -2.3470 3.2498
C5 1.7619 -3.2708 3.1942
N4 0.6070 -2.5942 2.8456
C6 -0.7086 -3.1868 2.6615
C7 0.8963 -1.2832 2.6737
S1 -0.2069 -0.0900 2.1179
C8 2.6221 1.3682 0.9104
S2 2.6461 -0.0028 -0.1123
H1 1.9141 3.9129 -1.0551
H2 2.3123 2.2520 -1.5439
H3 3.6145 3.3842 -1.1588
H4 2.3675 4.5540 1.4784
H5 2.4763 2.9432 3.7150
H6 2.6099 0.6243 4.3500
H7 4.1432 -0.0265 3.2023
H8 3.7954 -2.4575 3.4639
H9 1.7811 -4.3388 3.3384
H10 -0.6998 -4.1786 3.1076
H11 -0.9522 -3.2724 1.6061
H12 -1.4565 -2.5675 3.1460
F1 -0.4584 2.0842 -5.8991
C9 -1.0226 1.1275 -5.1720
F2 -2.3083 1.4054 -4.9796
F3 -0.9066 -0.0350 -5.7937
S3 -0.1635 1.0115 -3.5630
O1 -0.9338 0.0174 -2.8166
O2 1.2140 0.7708 -3.8404
N5 -0.4451 2.4885 -3.0143
S4 -0.5957 2.6510 -1.4602
O3 -0.0373 1.5103 -0.7105
O4 -0.1747 3.9334 -1.0017
C10 -2.4204 2.7029 -1.1929
F4 -3.0359 1.6757 -1.7577
F5 -2.6789 2.7449 0.1031
F6 -2.8554 3.8249 -1.7710
F7 -4.6124 -1.7883 0.9573
C11 -4.3283 -0.9653 -0.0719
F8 -4.5578 0.2874 0.3306
F9 -5.1656 -1.2444 -1.0716
C12 -2.8681 -1.2013 -0.5058
O5 -2.6289 -2.1643 -1.2021
O6 -2.0373 -0.3364 -0.0067
O7 1.2824 -1.6320 -1.8773
S5 1.3676 -3.0023 -1.1650
O8 2.6036 -3.1873 -0.4781
O9 0.2386 -2.6258 -0.1037
O10 0.9243 -4.0650 -2.0049

Cartesian forces (eV/Å) of the 6 atoms listed first:
0.5 0.8 1.0
0.2 0.1 0.1
0.0 0.1 -0.2
0.0 0.0 -0.2
0.1 -0.2 0.1
0.1 -0.1 0.1

Calculated values
- LUMO (spin up / spin down) (eV) = 1.850 / 0.464
- orbital gap (spin up / spin down) (eV) = 6.99 / 6.35
- E_HOMO (spin up / spin down) (eV) = -5.1 / -5.9
- E (a.u.) = -4496.07357
- total charge = -1
- energy relative to the best compared isomer or geometry (same formula, charge and spin) (kcal/mol) = 21.8
- ⟨S²⟩ = 6.02
- 2S+1 = 5

=====

A molecular structure, C12H12BIrN8Te4 in a non-equilibrium geometry. Source: the Open Molecules 2025 dataset; level of theory: the ωB97M-V functional and the def2-TZVPD basis.

Atoms and positions in Å:
Ir1 -0.3463 -0.0917 0.0000
C1 -0.2783 2.6786 -3.2178
C2 -0.4997 1.3862 -2.7479
N1 0.1304 1.2212 -1.5859
N2 0.7301 2.3855 -1.2713
C3 0.5080 3.2774 -2.2506
B1 1.6311 2.4500 0.0000
N3 2.4445 1.1139 0.0000
C4 3.7623 0.8151 0.0000
C5 3.9247 -0.5509 0.0000
C6 2.6281 -1.0562 0.0000
N4 1.7599 -0.0563 0.0000
N5 0.7301 2.3855 1.2713
C7 0.5080 3.2774 2.2506
C8 -0.2783 2.6786 3.2178
C9 -0.4997 1.3862 2.7479
N6 0.1304 1.2212 1.5859
N7 2.4002 3.7548 0.0000
C10 3.7107 4.1336 0.0000
C11 3.7618 5.4985 0.0000
C12 2.4119 5.8999 0.0000
N8 1.5979 4.8613 0.0000
H1 -0.6353 3.1134 -4.1355
H2 -1.0549 0.5743 -3.1905
H3 0.9168 4.2728 -2.2040
H4 4.5167 1.5697 0.0000
H5 4.8491 -1.1019 0.0000
H6 2.2917 -2.0797 0.0000
H7 0.9168 4.2728 2.2040
H8 -0.6353 3.1134 4.1355
H9 -1.0549 0.5743 3.1905
H10 4.5315 3.4491 0.0001
H11 4.6405 6.1214 0.0000
H12 2.0055 6.9006 0.0000
Te1 -1.8575 -2.2080 0.0000
Te2 -4.4618 -1.6792 0.0000
Te3 -4.8087 1.0099 0.0000
Te4 -2.3837 1.9908 0.0000

Cartesian forces (eV/Å) of the 6 atoms listed first:
-0.8 2.5 0.0
0.0 -0.2 0.0
0.0 -0.1 -0.3
-0.3 -0.3 0.8
0.1 0.2 0.0
0.0 0.0 -0.1

Calculated values
- LUMO (spin up / spin down) (eV) = -4.357 / -5.207
- orbital gap (spin up / spin down) (eV) = 6.24 / 5.73
- E_HOMO (spin up / spin down) (eV) = -10.6 / -10.9
- E (a.u.) = -2103.65660
- total charge = +1
- energy relative to the best compared isomer or geometry (same formula, charge and spin) (kcal/mol) = 45.7
- ⟨S²⟩ = 0.85
- 2S+1 = 2